A structure of composition C18H19Br33F7NO4S in a non-equilibrium geometry. Source: OMol25; level of theory: ωB97M-V/def2-TZVPD.

Values from the calculation:
LUMO level in Eh: -0.0199
Electronic energy in eV: -2369905.4729
Frontier orbital gap in eV: 9.144

Positions of all 83 atoms, in Å:
C 0.7247 3.5178 0.8275
N 0.1398 2.1437 0.9457
C -1.0802 2.1718 0.0303
C 1.0552 1.1129 0.4920
O 2.2829 1.2907 0.2720
C 0.5264 -0.3896 0.2941
O 0.6614 -1.1460 1.5525
S 1.5075 -2.5709 1.2605
O 2.6805 -2.6496 2.2136
O 0.5587 -3.9270 1.6848
C -0.0953 -4.4872 0.5333
F -1.4504 -4.0385 0.6380
F 0.3868 -3.9760 -0.6971
C -0.1508 -6.0801 0.6128
F -1.2976 -6.5531 -0.0626
F -0.3222 -6.4357 1.9763
C 1.1511 -6.8355 0.0631
F 2.2637 -6.0222 -0.1214
F 0.7747 -7.5786 -1.0561
F 1.5114 -7.7785 1.0604
H 0.1123 4.2201 1.5073
H 0.5362 3.8939 -0.2460
H 1.8061 3.6029 1.1578
H -1.5750 3.1961 0.0173
H -0.6625 1.9872 -1.0287
H -1.7960 1.3387 0.3525
H 1.1670 -0.9213 -0.4887
H -0.5559 -0.4612 -0.0422
C -0.0697 7.9223 1.4739
Br 1.5607 8.9641 1.3578
Br -0.8951 7.6780 -0.2627
Br 0.2185 6.2304 2.3787
H -0.7695 8.4934 2.0809
C -2.0233 12.0553 1.5862
Br -1.4469 11.0128 3.1172
Br -0.5175 12.7647 0.5925
Br -3.2342 11.0567 0.4480
H -2.5800 12.9063 1.9729
C -3.9953 -8.7050 1.3666
Br -4.9251 -9.1042 -0.2876
Br -4.8226 -7.2334 2.3212
Br -3.8079 -10.2760 2.4867
H -2.9904 -8.3844 1.0972
C -0.7583 -10.6390 -0.4540
Br -2.0919 -12.0389 -0.5980
Br -0.1526 -10.4046 1.3738
Br 0.7229 -10.9274 -1.6716
H -1.2395 -9.7091 -0.7525
C -3.2330 -4.6098 -3.1443
Br -1.5971 -4.1028 -2.2350
Br -2.9139 -5.9569 -4.5022
Br -4.6078 -5.1600 -1.8923
H -3.6030 -3.7235 -3.6555
C -8.3850 -9.2147 3.9845
Br -10.1326 -9.2210 4.8248
Br -7.1157 -10.3136 4.9530
Br -8.4826 -9.7096 2.1124
H -8.0160 -8.1919 4.0245
C 6.0880 -5.7904 0.0735
Br 5.0635 -4.2181 0.5596
Br 5.0114 -7.0835 -0.8900
Br 7.7020 -5.3278 -0.8981
H 6.4006 -6.2650 1.0017
C -1.4658 13.1075 -3.7461
Br -2.3801 12.7601 -5.4210
Br -2.3272 14.5191 -2.7335
Br -1.2491 11.4953 -2.6932
H -0.4640 13.4585 -3.9945
C 0.1605 4.5325 -3.9845
Br -1.1557 3.1220 -4.1826
Br 0.7533 4.7081 -2.1450
Br 1.6505 4.3044 -5.2034
H -0.3304 5.4660 -4.2524
C 8.9563 -3.5080 2.6354
Br 10.7525 -3.9998 3.1757
Br 7.6178 -4.2457 3.8288
Br 8.7632 -1.5895 2.4356
H 8.7867 -3.9490 1.6547
C 2.6528 14.1531 -2.6582
Br 1.7525 13.8147 -4.3428
Br 1.7849 15.5637 -1.6509
Br 2.8474 12.5340 -1.6100
H 3.6554 14.5015 -2.8974

Atomic partial charges in e from the Löwdin method, atoms 1 to 2: atom 1 (C): -0.195, atom 2 (N): -0.137